The following is a quantum chemistry calculation of C2H2Br3P in the gas phase, from the Open Molecules 2025 dataset.

Geometry (Å):
C -0.3264 -0.1036 0.2295
C -1.1348 0.3395 1.2041
Br -1.7878 -1.0051 2.3973
P -1.6065 2.0912 1.4673
Br -1.1666 2.2348 3.6755
Br -3.7465 1.8813 1.4518
H -0.2110 -1.2331 0.1662
H 0.2620 0.6340 -0.5011

Energy relative to the best compared isomer or geometry (same formula, charge and spin) in kcal/mol: 0.00
Spin multiplicity: 1
SMILES: C=C(Br)P(Br)Br
HOMO-LUMO gap in eV: 9.612
Largest force on an atom in eV/A: 2.915

Okay, here come the Löwdin numbers, in e, for every atom:
1 C -0.132
2 C -1.147
3 Br 0.604
4 P 0.079
5 Br 0.173
6 Br 0.248
7 H 0.065
8 H 0.110

The following is a quantum chemistry calculation of a molecular structure, C2H2Br4S, from the Open Molecules 2025 dataset.

Geometry (Å):
C 0.8645 1.5373 -0.8360
C -1.2031 -1.8682 1.1918
S -0.4068 1.4042 0.4031
Br 0.6242 2.9196 -2.1349
Br 2.6747 1.3610 -0.0865
Br -1.5909 -1.6332 -0.5544
Br -0.2690 -3.3179 1.7901
H 0.6670 0.5599 -1.5841
H -1.3606 -0.9627 1.8109

Energy relative to the best compared isomer or geometry (same formula, charge and spin) in kcal/mol: 67.73
Spin multiplicity: 1
HOMO-LUMO gap (spin up / spin down) in eV: 9.292 / 5.560
Largest force on an atom in eV/A: 3.799

Okay, here come the Löwdin numbers, in e, for every atom:
1 C -1.689
2 C -1.280
3 S 0.530
4 Br 0.571
5 Br 0.536
6 Br 0.651
7 Br 0.659
8 H 0.052
9 H -0.030

The following is a quantum chemistry calculation of C2H2BrCl2NO in the gas phase, from the Open Molecules 2025 dataset.

Geometry (Å):
O -0.8078 1.1049 0.2061
C -0.0161 0.5961 -0.5173
N 0.5284 -0.6607 -0.3509
Br 1.6485 -1.2563 -1.7397
C 0.0462 -1.6255 0.5791
Cl 1.5009 -2.4888 1.1990
Cl -1.0947 -2.7735 -0.0813
H 0.2719 1.0863 -1.5292
H -0.3840 -1.3114 1.4974

Energy relative to the best compared isomer or geometry (same formula, charge and spin) in kcal/mol: 17.90
Spin multiplicity: 1
SMILES: O=CN(Br)C(Cl)Cl
HOMO-LUMO gap in eV: 9.763
Largest force on an atom in eV/A: 2.540

Okay, here come the Löwdin numbers, in e, for every atom:
1 O 0.072
2 C -0.435
3 N -0.572
4 Br 0.765
5 C -1.156
6 Cl 0.536
7 Cl 0.608
8 H 0.132
9 H 0.051

The following is a quantum chemistry calculation of 2 unconnected molecules or ions with the total composition C2H2BrCl3, from the Open Molecules 2025 dataset.

Geometry (Å):
C -0.0320 1.0664 0.0972
C -0.0247 -1.0329 -0.1399
Cl -1.5996 1.6617 -0.3530
Cl 0.4823 1.2694 1.7197
Cl -1.2074 -1.7745 -1.2540
Br 1.8132 -1.4819 -0.4718
H 0.9131 1.5509 -0.4330
H -0.3449 -1.2591 0.8349

Energy relative to the best compared isomer or geometry (same formula, charge and spin) in kcal/mol: 44.71
Spin multiplicity: 1
HOMO-LUMO gap in eV: 9.805
Largest force on an atom in eV/A: 3.779

Okay, here come the Löwdin numbers, in e, for every atom:
1 C -1.172
2 C -1.101
3 Cl 0.557
4 Cl 0.567
5 Cl 0.500
6 Br 0.610
7 H 0.069
8 H -0.030

Which value of energy relative to the best compared isomer or geometry (same formula, charge and spin) does entry 4 give? 44.71 kcal/mol